ORCA calculation (ωB97M-V/def2-TZVPD) on 14 unconnected molecules or ions with the total composition C37H84N8O12.

```
141
Properties=species:S:1:pos:R:3:forces:R:3:lowdin_charge:R:1
N 3.46066 -20.30136 0.95367 0.10 -0.70 0.03 0.287
H 3.71429 -19.84072 0.08707 -0.21 0.18 0.06 0.138
H 2.44110 -20.32911 1.12335 -1.49 0.51 -0.36 0.074
H 3.96536 -19.93266 1.75065 0.13 0.00 -0.06 0.120
H 3.69444 -21.31163 0.84686 0.63 -0.23 -0.04 0.066
C 1.89437 -23.44559 2.26704 -0.70 0.41 0.64 0.000
N 0.80449 -24.44503 2.11231 -1.07 -0.02 -0.33 -0.314
C 1.17814 -25.38639 0.98330 -0.93 0.34 1.45 0.004
C 0.51130 -25.17262 3.40216 0.78 -0.04 -0.60 0.007
C -0.47142 -23.75628 1.67364 -0.61 -0.84 -0.51 -0.112
C -1.27868 -22.94470 2.68406 0.39 1.60 -1.09 -0.229
O -0.62610 -21.73907 3.02018 -0.02 -0.20 1.39 -0.123
H 1.48710 -22.67589 2.92358 0.30 -0.09 0.23 0.095
H 2.07693 -22.96158 1.30804 0.20 -0.42 0.01 0.084
H 2.74512 -23.96207 2.70628 0.16 0.19 -0.16 0.103
H 0.37231 -26.11373 0.97728 0.21 -0.23 -0.34 0.081
H 2.10410 -25.84945 1.30572 0.17 -0.03 -0.62 0.085
H 1.17356 -24.78954 0.07928 0.52 -0.19 -0.07 0.082
H 1.33431 -25.84751 3.62761 0.19 0.22 -0.03 0.067
H -0.37760 -25.78937 3.28063 -0.19 0.26 -0.06 0.081
H 0.43345 -24.40989 4.17162 -0.15 -0.15 0.13 0.113
H -1.13137 -24.51518 1.24241 0.04 -0.37 0.55 0.107
H -0.21093 -23.20291 0.76898 0.17 0.74 0.48 0.112
H -1.61503 -23.41682 3.60551 0.41 -0.46 -0.06 0.106
H -2.19436 -22.65039 2.15877 -0.16 -0.56 -0.20 0.090
H -0.30672 -21.25154 2.22499 0.40 0.22 -0.89 0.019
C 5.21513 -24.78797 0.80793 0.33 -0.16 0.03 -0.011
C 4.64575 -23.36985 0.76208 -1.05 -0.07 -0.45 -0.733
O 4.97120 -22.56228 1.66321 0.47 -0.05 0.53 -0.079
O 3.77980 -23.08456 -0.11357 0.42 -0.22 -0.09 -0.086
H 4.64833 -25.43613 1.48384 -0.21 0.45 0.06 0.038
H 6.22564 -24.75824 1.21774 -0.06 0.11 -0.36 0.059
H 5.21616 -25.33799 -0.13264 -0.02 0.42 -0.23 0.080
C -0.76609 -21.10440 -1.05952 1.23 0.32 -1.47 -0.112
C -0.05741 -20.07721 -0.18307 -0.91 1.21 1.18 -0.467
O 0.57600 -20.50196 0.96234 0.75 -0.84 0.33 -0.345
H -0.03505 -21.72665 -1.59387 0.08 -0.52 0.55 0.060
H -1.14986 -20.55893 -1.93075 -0.62 0.11 0.25 0.073
H -1.54504 -21.71830 -0.61228 0.04 0.17 0.29 0.039
H -0.85215 -19.35774 0.10410 -0.29 -0.03 0.05 0.083
H 0.57120 -19.38176 -0.76632 0.31 -0.54 -0.58 0.090
C -5.97295 -22.61563 5.34682 0.11 -0.92 0.15 -0.336
O -6.68190 -23.55326 5.68413 -0.34 0.42 -0.28 -0.010
N -4.65590 -22.60968 5.62450 1.31 -0.35 -0.03 -0.188
C -3.73729 -21.56659 5.24889 0.27 1.00 -0.70 -0.064
C -4.00044 -23.70776 6.35182 -1.06 0.81 0.43 -0.035
H -6.30684 -21.75644 4.74870 -0.15 0.07 0.15 0.128
H -2.94458 -21.35973 5.97169 -0.31 -0.37 0.47 0.094
H -4.22419 -20.60058 5.10537 -0.23 -0.14 -0.13 0.090
H -3.17788 -21.79126 4.33390 -0.19 -0.11 -0.14 0.066
H -3.10359 -24.05643 5.84310 0.08 0.13 -0.01 0.078
H -3.79179 -23.24384 7.31799 0.61 -0.55 0.17 0.096
H -4.69212 -24.52732 6.52521 -0.06 0.04 -0.20 0.081
C -5.93267 -21.21283 1.79911 0.37 0.12 0.94 -0.345
O -7.02350 -21.11671 2.32069 -0.40 0.36 -0.22 0.003
N -5.05009 -20.20042 1.58643 0.27 -0.03 -0.54 -0.174
C -3.74289 -20.47229 1.02726 -0.04 -1.67 0.25 -0.065
C -5.37415 -18.78321 1.68919 -0.68 -0.28 0.15 -0.032
H -5.52541 -22.22273 1.60404 0.28 0.22 -0.40 0.126
H -3.63724 -21.54913 0.84750 -0.42 -0.05 -0.14 0.052
H -2.96149 -20.34572 1.78093 0.19 0.95 -0.34 0.084
H -3.60162 -20.02184 0.04549 0.32 0.54 0.30 0.095
H -4.62281 -18.23925 2.26023 0.10 -0.16 0.06 0.079
H -5.46005 -18.34964 0.69021 0.11 0.03 -0.05 0.088
H -6.34288 -18.67751 2.17517 0.06 -0.05 0.07 0.087
C 4.47707 -25.09083 5.05274 -0.60 -0.93 0.08 -0.313
O 3.31006 -25.20926 5.40418 0.16 0.66 -0.11 -0.004
N 5.09858 -26.03343 4.32170 0.58 -0.18 -0.11 -0.166
C 4.40386 -27.14710 3.69601 0.98 -0.60 -0.40 -0.036
C 6.45024 -25.81274 3.82682 -0.26 0.27 -1.08 -0.045
H 5.15197 -24.26659 5.31346 -0.23 0.16 0.23 0.122
H 4.22312 -26.96240 2.63242 -0.58 0.29 0.17 0.068
H 3.53508 -27.53107 4.21619 -0.13 0.53 0.10 0.064
H 5.11432 -27.97671 3.62395 0.04 -0.07 0.37 0.090
H 6.98966 -25.01353 4.32972 -0.22 -0.10 0.39 0.095
H 7.04271 -26.72622 3.81650 -0.06 -0.08 0.37 0.090
H 6.35333 -25.49432 2.78233 0.37 -0.19 0.39 0.044
C -1.68492 -18.50176 4.26770 -0.48 -0.13 -0.27 -0.335
O -2.83459 -18.11911 4.41630 0.13 0.17 0.11 -0.008
N -0.63077 -18.16670 5.03921 0.10 0.72 -0.65 -0.181
C 0.65098 -18.80999 4.82029 -0.03 -0.41 -0.33 -0.064
C -0.74886 -17.17572 6.10150 0.66 -0.73 0.61 -0.037
H -1.43188 -19.19239 3.44826 0.22 -0.08 0.12 0.120
H 0.91301 -19.43742 5.67412 0.17 0.13 0.11 0.088
H 1.47244 -18.13557 4.57025 -0.14 0.41 0.40 0.085
H 0.59671 -19.46830 3.95105 -0.33 -0.09 0.07 0.069
H 0.01952 -16.40137 6.05839 0.15 -0.12 -0.39 0.085
H -1.70507 -16.66773 6.16027 -0.23 -0.45 -0.30 0.085
H -0.54920 -17.74839 7.01197 -0.26 0.42 0.39 0.090
C -2.17859 -24.27467 -1.64860 -0.01 0.56 -0.42 -0.014
C -3.48628 -24.30471 -0.87505 0.63 -0.03 -0.02 -0.464
O -3.43773 -24.10184 0.31775 -0.42 0.06 0.23 0.042
C -4.76165 -24.58533 -1.61240 -0.65 -0.37 0.13 -0.012
H -1.95306 -25.17101 -2.22672 -0.11 -0.24 0.32 0.090
H -1.38381 -24.00419 -0.95868 0.06 -0.41 0.00 0.044
H -2.15972 -23.47454 -2.39558 -0.38 0.07 0.00 0.090
H -5.62782 -24.78027 -0.97831 0.35 0.12 0.49 0.082
H -4.64395 -25.49846 -2.19851 0.11 0.29 -0.43 0.087
H -5.07184 -23.73309 -2.21898 0.38 -0.11 -0.37 0.093
C 6.19504 -21.03277 4.64112 -0.95 0.37 -0.63 -0.013
C 4.95096 -21.49181 5.36655 0.74 -0.39 1.02 -0.511
O 5.04839 -22.03126 6.45148 0.06 0.02 -0.15 0.052
C 3.60957 -21.27132 4.76553 -0.03 0.41 -0.39 -0.017
H 6.15135 -19.95616 4.45094 0.02 0.13 0.36 0.082
H 6.13127 -21.43034 3.62233 0.47 -0.44 0.10 0.064
H 7.07929 -21.28296 5.21640 0.06 -0.13 -0.22 0.084
H 3.57752 -21.67387 3.75090 -0.02 -0.01 -0.02 0.055
H 3.49436 -20.18364 4.71272 -0.31 0.00 -0.12 0.084
H 2.84106 -21.70933 5.39651 -0.01 0.01 -0.06 0.094
C -1.25964 -28.20254 5.33219 1.95 0.62 0.21 -0.025
C -0.04396 -28.33503 6.26991 -1.10 -0.08 0.41 -0.484
O -0.11562 -28.94788 7.30940 0.11 -0.12 0.03 0.061
C 1.22703 -27.62585 5.87618 -0.04 -0.20 -0.36 -0.036
H -2.21209 -28.49164 5.75758 0.09 -0.06 0.11 0.080
H -1.00573 -28.74165 4.41837 -0.32 0.01 -0.11 0.066
H -1.18174 -27.13762 5.09541 -0.77 -0.03 -0.35 0.051
H 1.99522 -27.90250 6.59307 0.16 -0.02 -0.20 0.091
H 1.18026 -26.53742 5.82849 -0.34 0.00 0.29 0.065
H 1.46985 -27.91315 4.84841 0.23 -0.19 0.08 0.052
C 1.86969 -24.57910 -2.81604 -0.31 0.23 -0.10 -0.016
C 1.90858 -26.08087 -2.78651 0.28 0.10 0.33 -0.487
O 1.50976 -26.69674 -1.82020 -0.15 -0.03 -0.17 0.049
C 2.53629 -26.81458 -3.95473 0.03 -0.68 0.63 -0.020
H 1.52036 -24.24276 -3.79445 0.15 0.13 -0.01 0.087
H 2.84650 -24.13821 -2.60139 0.12 -0.19 -0.16 0.088
H 1.20844 -24.18779 -2.04483 -0.11 -0.12 -0.03 0.055
H 3.43621 -26.32253 -4.31893 -0.18 0.14 -0.22 0.083
H 1.82285 -27.03269 -4.74990 -0.01 0.46 -0.13 0.086
H 2.80288 -27.79438 -3.55476 0.17 0.02 -0.08 0.080
C -4.90489 -25.29889 3.11418 0.22 -0.98 0.00 -0.047
C -3.76780 -26.20262 2.86232 0.07 0.62 0.02 -0.259
N -2.88222 -26.92351 2.73398 0.00 0.06 -0.14 0.140
H -5.36933 -25.71858 4.00678 -0.34 0.39 0.02 0.087
H -5.58938 -25.36686 2.27145 -0.07 0.12 0.07 0.084
H -4.61826 -24.26486 3.28353 0.20 -0.06 -0.02 0.063
C 0.22267 -30.43291 1.12140 -0.56 -0.50 0.07 -0.056
C 0.79232 -29.19089 1.61242 -0.53 0.16 -0.08 -0.225
N 1.21204 -28.19917 2.00630 0.20 -0.18 0.21 0.180
H 0.73555 -31.25748 1.61532 0.22 -0.12 -0.48 0.087
H 0.20253 -30.47731 0.03366 0.67 -0.10 0.01 0.087
H -0.83130 -30.58447 1.36499 0.03 0.58 0.45 0.088
```
Positions in Å, forces in eV/Å.

Summary:
Orbital gap = 8.05 eV
DFT total energy = -2801.03290 a.u.
HOMO = -0.287 Ha
M = 833.1 g/mol